Arrangement w

ORCA calculation (ωB97M-V/def2-TZVPD) on a cluster of 7 separate species, H14O7 in total.

XYZ file:
```
21
Properties=species:S:1:pos:R:3
O -3.33 0.44 -0.31
H -2.20 3.49 1.21
O 1.56 2.99 -0.85
H -3.65 -0.25 0.28
H 0.87 -0.91 -0.58
H 4.90 -0.44 -0.85
O 1.98 -2.19 2.52
O -3.44 -2.96 -0.71
H -4.30 -2.99 -1.16
O 0.28 -0.15 -0.63
H -2.85 -3.43 -1.30
H 3.71 -1.08 -1.55
H 1.42 3.79 -0.33
H -0.71 3.76 1.00
H -2.55 0.79 0.14
H 2.39 3.16 -1.31
H 1.02 -2.24 2.49
O -1.32 3.14 1.42
H 2.27 -3.05 2.20
O 4.52 -1.30 -1.06
H -0.60 -0.55 -0.61
```

Summary:
Kohn-Sham gap = 11.565 eV
Charge = 0
LUMO level = 0.394 eV

***

Arrangement x

ORCA calculation (ωB97M-V/def2-TZVPD) on a cluster of 7 separate species, H14O7 in total.

XYZ file:
```
21
Properties=species:S:1:pos:R:3
O 19.28 9.13 23.58
H 18.73 13.15 28.14
H 20.31 12.59 24.24
O 17.25 11.21 26.10
O 20.92 12.54 25.08
H 16.76 11.99 26.39
H 20.22 11.15 25.92
H 20.46 8.88 26.30
H 18.59 9.55 23.94
H 20.03 11.25 28.18
H 18.96 10.77 26.52
O 20.63 7.94 26.30
H 19.39 14.59 28.32
O 18.51 14.10 28.18
H 21.08 13.47 25.14
H 20.97 7.82 25.41
H 20.23 10.89 29.70
O 20.23 11.60 29.09
H 19.20 9.16 22.63
H 17.00 11.32 25.23
O 19.86 10.59 26.79
```

Summary:
Kohn-Sham gap = 9.955 eV
Charge = 0
LUMO level = -0.391 eV

***

Arrangement y

ORCA calculation (ωB97M-V/def2-TZVPD) on a cluster of 7 separate species, H14O7 in total.

XYZ file:
```
21
Properties=species:S:1:pos:R:3
H -4.30 2.89 0.37
H 2.61 -3.77 -3.80
O 0.97 -3.11 2.40
H -3.36 3.89 0.96
H 0.60 -1.21 1.16
H 1.54 1.31 0.06
O -4.31 3.80 0.75
H -1.34 3.35 0.04
H -1.11 -1.00 -0.69
H 1.66 -2.58 -3.62
H 0.36 -2.39 2.37
O 2.43 0.95 0.13
O -1.99 -0.56 -0.47
O -0.93 2.97 0.84
H 0.93 -1.42 -0.29
O 1.35 -1.40 0.56
H 1.47 -3.06 3.22
H 2.98 1.21 -0.54
O 2.33 -2.92 -4.17
H -1.84 0.21 0.02
H -0.05 2.84 0.71
```

Summary:
Kohn-Sham gap = 10.545 eV
Charge = 0
LUMO level = -0.304 eV

***

Arrangement z

ORCA calculation (ωB97M-V/def2-TZVPD) on a cluster of 7 separate species, H14O7 in total.

XYZ file:
```
21
Properties=species:S:1:pos:R:3
H -0.98 -3.47 0.11
H 2.15 -0.01 2.26
H -3.35 0.52 -0.05
H 0.36 0.43 -0.01
O -0.12 -0.08 -0.68
H 2.90 -1.23 -1.87
O -1.47 -3.26 0.91
O -2.64 0.48 0.60
O 2.52 -0.35 -1.97
O -0.91 -0.21 -3.53
H 0.88 3.08 3.51
H 0.74 2.10 2.33
H -0.52 -0.22 -2.64
H 2.36 0.88 1.03
H -0.25 -0.64 -4.08
H -1.04 -0.06 -0.38
H -2.59 1.36 0.98
H -1.78 -2.36 0.78
H 1.63 -0.42 -1.58
O 0.42 2.95 2.67
O 1.67 0.51 1.60
```

Summary:
Kohn-Sham gap = 11.081 eV
Charge = 0
LUMO level = 0.111 eV

***

Stability, lowest: arrangement y

***

Arrangement w

ORCA calculation (ωB97M-V/def2-TZVPD) on a cluster of 7 separate species, H14O7 in total.

XYZ file:
```
21
Properties=species:S:1:pos:R:3
H -0.71 1.93 -0.39
H 0.89 3.30 -0.51
O 0.25 -1.71 1.51
H -1.22 -2.17 0.65
H -0.15 -1.01 2.01
O 1.94 1.28 -1.83
O 1.50 3.97 -0.89
H 1.95 2.31 -1.72
O -0.75 0.05 -0.53
H -0.04 -3.76 1.83
H -0.13 -0.28 -1.19
O -0.50 -4.49 1.33
H 0.83 -1.09 1.06
H -0.27 2.58 1.00
H -0.51 -4.15 0.44
H 2.70 1.03 -2.37
H -1.57 -0.36 -0.95
O -0.66 2.78 0.14
H -2.41 -2.66 1.14
H 1.01 4.71 -1.03
O -2.14 -2.25 0.31
```

Summary:
Kohn-Sham gap = 11.045 eV
Charge = 0
LUMO level = 0.085 eV

***

Arrangement x

ORCA calculation (ωB97M-V/def2-TZVPD) on a cluster of 7 separate species, H14O7 in total.

XYZ file:
```
21
Properties=species:S:1:pos:R:3
H -1.44 0.80 -1.02
H -3.50 0.33 -0.49
H 2.51 2.49 0.42
O 1.69 -1.58 -1.11
H 1.47 1.31 0.58
H -4.76 0.08 0.62
H -2.33 0.80 -2.36
H -1.71 -0.65 2.57
H 2.45 -1.06 -0.70
H 0.51 -0.37 -0.62
O -2.36 1.03 -1.41
H 1.53 -2.32 -0.42
H -0.40 -0.09 0.57
H 3.32 0.46 0.18
O -3.89 -0.30 0.12
H 3.90 -0.86 0.74
O -1.61 -0.92 1.62
O 0.11 0.40 -0.12
O 3.84 -0.33 -0.15
O 2.34 1.67 0.89
H -2.43 -0.69 1.16
```

Summary:
Kohn-Sham gap = 11.852 eV
Charge = 0
LUMO level = 0.540 eV

***

Arrangement y

ORCA calculation (ωB97M-V/def2-TZVPD) on a cluster of 7 separate species, H14O7 in total.

XYZ file:
```
21
Properties=species:S:1:pos:R:3
H -0.85 1.27 -1.59
H -2.30 1.94 0.09
H 0.78 -0.30 0.83
H -1.43 3.44 -1.64
H 5.11 -0.22 1.86
O -3.25 1.78 0.00
O -2.00 -1.32 3.06
O 0.02 -0.87 0.97
H -0.65 -0.53 0.36
H 1.59 -3.53 -1.52
O 2.24 -3.58 -2.23
H -3.63 2.12 0.82
H -1.53 1.19 -2.95
O 5.52 -0.90 1.32
H 1.73 -3.38 -3.03
O -0.69 1.00 -2.50
H 4.83 -1.57 1.23
H -2.09 -0.41 2.73
H -1.09 3.10 -0.20
H -1.80 -1.21 3.99
O -1.68 3.64 -0.73
```

Summary:
Kohn-Sham gap = 10.902 eV
Charge = 0
LUMO level = -0.409 eV

***

Arrangement z

ORCA calculation (ωB97M-V/def2-TZVPD) on a cluster of 7 separate species, H14O7 in total.

XYZ file:
```
21
Properties=species:S:1:pos:R:3
H -0.26 3.12 -1.34
O -2.77 1.03 1.43
H -0.85 -1.23 2.32
H 1.03 3.62 -1.98
H 3.02 -2.37 2.64
H -2.06 -0.66 -4.04
O 0.60 0.26 -1.30
O 3.12 -1.51 3.05
H -1.40 -0.43 1.15
O 0.43 3.79 -1.24
H -2.58 1.50 0.61
H 3.31 -0.92 2.32
H -3.69 1.25 1.62
O -2.80 -0.37 -3.49
H 2.93 -1.26 0.76
H -0.12 0.13 -0.67
H -3.41 0.04 -4.12
H 2.60 -2.74 0.81
O -1.65 -0.78 2.02
O 3.26 -2.11 0.48
H 1.28 -0.37 -1.03
```

Summary:
Kohn-Sham gap = 10.766 eV
Charge = 0
LUMO level = -0.175 eV

***

Stability, lowest: arrangement z

***

Arrangement w

ORCA calculation (ωB97M-V/def2-TZVPD) on a cluster of 7 separate species, H14O7 in total.

XYZ file:
```
21
Properties=species:S:1:pos:R:3
O 2.29 -2.61 0.33
H -4.23 -2.26 0.10
O 2.65 1.32 3.00
O -0.37 1.46 -0.83
H -1.88 2.47 -0.71
O -0.47 -0.55 -0.83
O -4.65 -2.44 0.95
H 2.33 -1.12 -2.14
H 2.42 -2.12 1.15
H -0.50 1.86 0.04
H -0.48 -0.66 -1.79
H -1.28 -0.08 -0.64
H 2.28 0.76 2.31
H 2.30 -1.93 -0.35
O 2.65 -0.21 -2.09
H 3.56 -0.26 -2.38
H -4.56 -1.61 1.43
H -3.23 3.01 -0.27
H 0.52 1.11 -0.80
O -2.28 3.16 -0.17
H 2.92 0.70 3.69
```

Summary:
Kohn-Sham gap = 9.748 eV
Charge = 0
LUMO level = -0.012 eV

***

Arrangement x

ORCA calculation (ωB97M-V/def2-TZVPD) on a cluster of 7 separate species, H14O7 in total.

XYZ file:
```
21
Properties=species:S:1:pos:R:3
H 0.40 -3.43 1.79
H -1.66 2.43 -2.38
O -2.24 1.71 -2.15
O -0.35 1.41 3.67
H 0.61 -0.28 -0.52
H -0.01 -2.29 0.89
H -0.82 1.00 2.94
H 1.73 0.96 -2.42
H -2.28 0.41 0.85
H 2.46 1.05 -1.10
H 3.16 -2.38 -1.56
O 2.17 0.42 -1.76
O -0.06 -3.24 0.98
O 0.06 -0.50 0.23
H -0.58 0.21 0.27
H -2.14 1.62 -1.20
H -0.97 1.36 4.40
H 2.27 -1.30 -2.14
O -1.86 1.17 0.46
H -2.28 1.92 0.88
O 2.41 -2.25 -2.14
```

Summary:
Kohn-Sham gap = 10.215 eV
Charge = 0
LUMO level = -0.229 eV

***

Arrangement y

ORCA calculation (ωB97M-V/def2-TZVPD) on a cluster of 7 separate species, H14O7 in total.

XYZ file:
```
21
Properties=species:S:1:pos:R:3
H -1.50 -0.52 -1.37
H -3.10 -1.09 -1.65
H 0.78 -0.92 -1.47
H 1.23 -2.13 0.94
H 2.24 1.61 -1.31
H -1.30 -0.14 1.22
H -0.47 2.95 1.07
H 0.83 -0.75 0.98
O 0.09 0.36 -0.07
H 1.75 0.97 -0.07
O -1.97 -0.45 1.67
O -2.18 -1.18 -1.81
O -0.18 2.30 1.65
H 0.87 -1.68 2.34
O 0.95 -1.30 -2.36
O 1.28 -1.41 1.49
H 1.35 -0.77 -3.01
H -2.69 0.20 2.04
H 0.02 1.61 0.91
O 2.54 1.50 -0.47
H -0.52 0.84 -0.72
```

Summary:
Kohn-Sham gap = 9.276 eV
Charge = 0
LUMO level = -0.974 eV

***

Stability, lowest: arrangement y

***

Arrangement w

ORCA calculation (ωB97M-V/def2-TZVPD) on a cluster of 7 separate species, H14O7 in total.

XYZ file:
```
21
Properties=species:S:1:pos:R:3
O 1.08 -0.41 -2.32
O -2.31 -1.76 -0.47
O 1.47 -0.44 2.62
H 1.52 -0.06 -3.09
H -1.96 1.86 -0.07
H 0.80 -0.21 -0.33
H 2.37 -0.72 2.78
H -1.56 -2.32 -0.64
O -2.06 0.91 -0.17
H 0.96 -0.88 3.30
H 1.58 2.94 1.54
O -1.59 -0.15 -2.57
H -2.26 -1.56 0.46
H -1.36 0.54 0.36
O 0.19 -0.36 0.38
H -1.43 -0.10 -3.52
H 0.72 -0.31 1.18
H -0.72 -0.13 -2.18
H 1.64 -1.13 -2.03
O 1.36 2.60 2.41
H 1.55 1.66 2.36
```

Summary:
Kohn-Sham gap = 9.195 eV
Charge = 0
LUMO level = -0.191 eV

***

Arrangement x

ORCA calculation (ωB97M-V/def2-TZVPD) on a cluster of 7 separate species, H14O7 in total.

XYZ file:
```
21
Properties=species:S:1:pos:R:3
H 1.66 -3.25 0.84
H -3.93 0.74 0.38
H 3.58 -0.27 0.12
H 3.41 0.98 -0.73
O 2.32 -2.87 1.42
O 2.99 0.14 -0.52
H 1.69 2.91 2.32
H -0.76 -1.17 -1.87
H -2.21 -1.37 -1.39
H -0.41 -0.38 0.09
H 0.78 -0.58 1.04
O -2.54 1.14 -2.96
H -2.83 1.82 -2.33
H 1.02 1.92 1.37
O 1.56 1.97 2.17
H 3.14 -2.90 0.92
O -3.30 1.06 1.04
O -0.09 -0.16 0.98
H -2.15 0.44 -2.41
H -2.47 0.62 0.82
O -1.45 -0.78 -1.30
```

Summary:
Kohn-Sham gap = 10.777 eV
Charge = 0
LUMO level = -0.138 eV

***

Stability, lowest: arrangement w

***

Arrangement w

ORCA calculation (ωB97M-V/def2-TZVPD) on a cluster of 2 separate species, CH4NO2PS in total.

XYZ file:
```
10
Properties=species:S:1:pos:R:3
N -1.38 -0.55 1.09
H -0.93 0.26 0.69
C 0.65 0.72 -1.67
P -0.46 -1.75 1.83
H -2.31 -0.65 0.85
O 0.56 1.17 -0.40
S 1.34 -0.93 1.77
H 1.21 0.71 0.21
H 0.00 1.19 -2.35
O 1.34 -0.18 -2.03
```

Summary:
Kohn-Sham gap = 8.507 eV
Charge = 0
LUMO level = -0.861 eV

***

Arrangement x

ORCA calculation (ωB97M-V/def2-TZVPD) on a cluster of 2 separate species, CH4NO2PS in total.

XYZ file:
```
10
Properties=species:S:1:pos:R:3
H -0.72 -0.68 -0.59
H 0.83 1.36 -0.97
H -0.64 -1.83 0.85
N 1.84 -0.37 -1.21
S -0.45 0.54 1.33
O -0.58 1.70 0.11
P 2.17 -1.03 0.06
O 0.67 2.23 -0.30
C -1.04 -0.88 0.38
H -2.08 -1.04 0.35
```

Summary:
Kohn-Sham gap = 8.600 eV
Charge = 0
LUMO level = -0.541 eV

***

Stability, lowest: arrangement x

***

Arrangement w

ORCA calculation (ωB97M-V/def2-TZVPD) on a cluster of 3 separate species, C2H9NO3 in total.

XYZ file:
```
15
Properties=species:S:1:pos:R:3
H -1.72 0.24 0.48
O -1.11 -0.03 4.06
O 0.56 0.96 -2.67
H -1.98 0.12 4.44
O 2.04 -1.61 -2.26
N -0.74 0.44 0.51
H -0.80 0.74 3.62
H 1.16 0.14 -0.16
H 0.12 -1.16 -0.74
H -0.35 0.22 1.42
H -1.22 1.18 -1.78
H 2.44 -0.93 -1.69
H 1.61 -1.05 -2.93
C -0.17 0.83 -1.72
C 0.17 -0.09 -0.56
```

Summary:
Kohn-Sham gap = 10.355 eV
Charge = 0
LUMO level = 0.637 eV

***

Arrangement x

ORCA calculation (ωB97M-V/def2-TZVPD) on a cluster of 4 separate species, C2H9NO3 in total.

XYZ file:
```
15
Properties=species:S:1:pos:R:3
N 0.37 -0.71 -1.42
H -1.31 -0.74 -0.31
C -0.70 -2.71 -0.47
O 1.83 1.26 0.02
O -0.63 0.70 1.56
H -0.49 3.75 0.89
H 1.30 0.62 -0.57
C -0.57 -1.36 -0.73
H -0.01 -3.41 -0.88
O -0.05 2.93 0.69
H -0.57 1.67 1.31
H -1.54 -3.05 0.15
H 0.29 0.44 1.50
H 0.86 -1.41 -1.98
H 1.21 2.01 0.23
```

Summary:
Kohn-Sham gap = 3.221 eV
Charge = 0
LUMO level = -5.263 eV

***

Stability, lowest: arrangement x